Below is a molecular structure, C10H14BN8OPd at a distorted geometry, with properties calculated with ωB97M-V with the def2-TZVPD basis set.

Last column: Löwdin charge in e.
CARTESIAN COORDINATES (ANGSTROEM)
1 Pd -12.135 7.068 -2.809  0.947
2 C -14.655 9.077 -1.982  -0.164
3 C -13.327 9.566 -1.793  -0.338
4 N -12.257 8.977 -2.215  -0.132
5 N -14.083 6.978 -3.104  -0.067
6 C -14.943 7.887 -2.722  -0.234
7 B -14.381 5.923 -4.183  -0.613
8 N -13.522 4.691 -3.725  0.001
9 C -13.384 3.377 -4.014  -0.097
10 C -12.142 2.957 -3.575  -0.090
11 C -11.529 4.112 -3.065  -0.160
12 N -12.368 5.114 -3.117  -0.100
13 N -13.824 6.512 -5.527  -0.022
14 C -14.239 6.673 -6.801  -0.133
15 C -13.250 7.294 -7.538  -0.103
16 C -12.229 7.539 -6.576  -0.198
17 N -12.543 7.068 -5.404  0.035
18 H -15.499 9.637 -1.569  0.045
19 H -13.166 10.543 -1.313  0.080
20 H -15.991 7.710 -3.025  0.101
21 H -15.490 5.543 -4.409  0.090
22 H -14.170 2.847 -4.523  0.108
23 H -11.732 1.949 -3.610  0.080
24 H -10.535 4.249 -2.636  0.102
25 H -15.220 6.334 -7.097  0.102
26 H -13.231 7.544 -8.579  0.062
27 H -11.269 8.038 -6.700  0.094
28 N -9.877 9.107 -1.707  0.084
29 C -9.630 7.782 -1.614  -0.634
30 N -8.752 7.251 -0.706  0.129
31 O -10.165 6.908 -2.380  -0.187
32 H -9.510 9.729 -0.984  0.075
33 H -11.005 9.263 -1.894  -0.038
34 H -8.094 7.796 -0.173  0.085
35 H -8.699 6.246 -0.701  0.090

Orbital gap = 6.146 eV
DFT total energy = -28724.4060 eV
Total charge = -1
E_LUMO = 0.119 hartree
Relative energy (zero: lowest compared OMol25 entry of this formula, charge and spin) = 0.00 kJ/mol
HOMO energy = -2.90 eV
F_max = 2.837 eV/A



Below is a molecular structure, C4H7NO2 at a distorted geometry, with properties calculated with ωB97M-V with the def2-TZVPD basis set.

Last column: Löwdin charge in e.
CARTESIAN COORDINATES (ANGSTROEM)
1 C 2.449 0.322 -0.191  -0.361
2 N 1.465 1.210 0.282  0.197
3 C -0.898 0.630 -0.095  -0.018
4 C 0.518 0.251 0.388  -0.354
5 C 0.524 -1.068 0.795  0.265
6 O -3.119 0.040 -0.550  -0.310
7 O 2.860 0.064 -1.352  0.044
8 H 2.921 -0.221 0.647  0.128
9 H -3.902 0.003 -1.151  -0.033
10 H -1.145 1.534 0.321  0.088
11 H -0.966 0.618 -1.145  0.092
12 H -1.551 -0.191 0.219  0.048
13 H 1.099 -1.860 0.362  0.107
14 H -0.255 -1.333 1.469  0.107

Orbital gap = 3.754 eV
DFT total energy = -9836.8369 eV
Total charge = 0
E_LUMO = -0.168 hartree
Relative energy (zero: lowest compared OMol25 entry of this formula, charge and spin) = 1007.58 kJ/mol
HOMO energy = -8.33 eV
F_max = 4.877 eV/A



What is the relative energy (zero: lowest compared OMol25 entry of this formula, charge and spin) in the first record? 0.00 kJ/mol



What did the first record say?
Below is a molecular structure, C10H14BN8OPd at a distorted geometry, with properties calculated with ωB97M-V with the def2-TZVPD basis set.

Last column: Löwdin charge in e.
CARTESIAN COORDINATES (ANGSTROEM)
1 Pd -12.135 7.068 -2.809  0.947
2 C -14.655 9.077 -1.982  -0.164
3 C -13.327 9.566 -1.793  -0.338
4 N -12.257 8.977 -2.215  -0.132
5 N -14.083 6.978 -3.104  -0.067
6 C -14.943 7.887 -2.722  -0.234
7 B -14.381 5.923 -4.183  -0.613
8 N -13.522 4.691 -3.725  0.001
9 C -13.384 3.377 -4.014  -0.097
10 C -12.142 2.957 -3.575  -0.090
11 C -11.529 4.112 -3.065  -0.160
12 N -12.368 5.114 -3.117  -0.100
13 N -13.824 6.512 -5.527  -0.022
14 C -14.239 6.673 -6.801  -0.133
15 C -13.250 7.294 -7.538  -0.103
16 C -12.229 7.539 -6.576  -0.198
17 N -12.543 7.068 -5.404  0.035
18 H -15.499 9.637 -1.569  0.045
19 H -13.166 10.543 -1.313  0.080
20 H -15.991 7.710 -3.025  0.101
21 H -15.490 5.543 -4.409  0.090
22 H -14.170 2.847 -4.523  0.108
23 H -11.732 1.949 -3.610  0.080
24 H -10.535 4.249 -2.636  0.102
25 H -15.220 6.334 -7.097  0.102
26 H -13.231 7.544 -8.579  0.062
27 H -11.269 8.038 -6.700  0.094
28 N -9.877 9.107 -1.707  0.084
29 C -9.630 7.782 -1.614  -0.634
30 N -8.752 7.251 -0.706  0.129
31 O -10.165 6.908 -2.380  -0.187
32 H -9.510 9.729 -0.984  0.075
33 H -11.005 9.263 -1.894  -0.038
34 H -8.094 7.796 -0.173  0.085
35 H -8.699 6.246 -0.701  0.090

Orbital gap = 6.146 eV
DFT total energy = -28724.4060 eV
Total charge = -1
E_LUMO = 0.119 hartree
Relative energy (zero: lowest compared OMol25 entry of this formula, charge and spin) = 0.00 kJ/mol
HOMO energy = -2.90 eV
F_max = 2.837 eV/A



orbital gap of number 1 (C10H14BN8OPd)? 6.146 eV